Entry 1:
C4H8N2O | wB97M-V/def2-TZVPD

Results
Energy above the lowest of the compared OMol25 structures with the same formula, charge and spin   445.1 kJ/mol
HOMO level   -0.2801 Ha
Total charge   0
Gap between HOMO and LUMO   8.053 eV
Energy   -9301.780 eV
Structure (SMILES)   N=C=C(N)CCO

```
15
Properties=species:S:1:pos:R:3:forces:R:3
C 1.5696 0.1576 -0.5693 -0.088 -0.049 -0.348
N -0.5349 1.5256 1.2611 -0.102 0.136 -0.093
H -2.0091 -1.6726 0.4361 0.086 -0.052 -0.517
H -0.3497 0.5764 1.6604 0.011 0.637 0.451
C 0.2728 -0.6551 -0.7505 0.008 -0.098 0.011
H 0.4074 -1.6649 -0.3470 -0.077 0.055 -0.040
H 1.4373 1.1647 -0.9836 -0.028 -0.167 0.061
H 2.3546 -0.3388 -1.1493 -0.127 0.041 0.059
C -0.9622 -0.0129 -0.1989 -0.240 -0.286 -0.369
H 1.6063 0.9829 1.1778 0.047 -0.156 -0.046
H -2.8606 -0.1800 0.3888 0.125 -0.066 0.161
H 0.0714 -0.7551 -1.8252 0.086 -0.087 0.040
N -2.0477 -0.7170 0.1127 0.188 0.170 0.063
C -0.9715 1.3829 0.0218 0.202 -0.211 0.440
O 2.0165 0.2063 0.7650 -0.090 0.132 0.126
```
Positions in Å, forces in eV/Å.



Entry 2:
C37H29Cl3GeN9ORuS2 | wB97M-V/def2-TZVPD

Results
2S+1   2
Energy above the lowest of the compared OMol25 structures with the same formula, charge and spin   144.6 kJ/mol
HOMO level (alpha / beta)   -0.2634 / -0.2496 Ha
Total charge   0
Gap between HOMO and LUMO (alpha / beta)   7.039 / 6.662 eV
Energy   -172633.744 eV

```
83
Properties=species:S:1:pos:R:3:forces:R:3
H -3.7920 3.5112 1.1008 0.001 0.002 0.001
S 6.3586 0.1747 1.2373 0.051 0.018 0.023
C 4.7845 -0.5293 1.0772 -0.082 -0.030 0.046
C -2.4926 0.8894 -0.6463 -0.027 0.031 0.065
Ru 1.0394 0.2609 0.8027 -0.580 0.176 -0.014
C 2.5929 -2.3354 -3.0258 -0.024 0.037 -0.025
Cl 0.5979 1.5912 -3.8871 -0.050 -0.016 0.057
C 1.4638 3.1764 -0.7209 -0.053 -0.051 0.046
N 3.8475 0.3001 0.7218 0.185 -0.228 -0.212
H -6.6763 -3.0278 2.4672 -0.001 -0.001 -0.001
H -2.9323 1.2389 1.4305 0.004 -0.006 -0.006
C 4.3825 1.5558 0.4973 -0.099 0.058 0.063
H -0.1960 2.1367 -0.9964 0.022 0.101 0.038
Cl 3.4712 -2.6179 -5.5713 0.005 -0.006 -0.011
C -4.6285 -2.4402 2.7215 0.004 0.002 -0.006
C -1.3397 -3.4964 -1.2950 -0.031 -0.013 0.030
C 2.0275 -0.5702 -4.5375 -0.002 0.006 0.034
S 2.4095 4.5473 -1.1973 0.017 0.041 -0.002
C -5.7855 -2.6439 1.9861 0.005 0.000 0.002
H -1.4469 -3.7985 -0.2572 -0.008 0.011 -0.008
H 4.7897 4.2377 -0.6383 0.003 0.004 -0.006
H 3.8449 -2.2501 0.7296 0.022 0.022 0.105
C 1.5111 0.8563 5.1040 0.034 -0.052 0.028
H -4.6795 -1.6414 -1.0474 0.015 0.000 -0.002
C -2.9484 1.6577 0.4287 -0.013 -0.001 0.010
C -4.6526 -1.8617 0.0154 -0.005 0.001 -0.047
H -2.1997 0.9184 -2.7789 0.005 -0.032 -0.018
H -0.2414 3.6700 -1.6745 0.019 -0.006 0.013
C -3.4316 2.9456 0.2490 -0.026 -0.019 -0.019
C 1.1867 1.0491 3.7667 -0.053 -0.003 -0.073
Ge -1.8853 -0.9211 -0.1747 -0.018 -0.072 -0.072
C -1.3791 -1.8180 -2.9920 0.043 0.015 -0.025
C -5.7957 -2.3530 0.6276 -0.001 0.000 0.011
C 1.9211 -1.6646 -2.0210 -0.010 -0.075 0.059
H -1.4876 -0.7922 -3.3156 0.015 0.012 0.018
N 2.1475 2.2510 -0.1081 0.026 -0.058 0.161
C 5.7066 1.6881 0.7428 -0.030 -0.003 0.031
C 2.0469 -0.9990 3.2840 0.019 0.064 0.100
H -0.8850 -5.4888 -1.9406 0.007 -0.003 0.001
H -6.6961 -2.5104 0.0470 0.001 0.001 -0.005
H -2.5933 -1.7912 2.6924 -0.002 -0.009 0.006
H 1.2704 1.6236 5.8286 -0.010 0.011 -0.012
N 0.0993 2.3762 2.0124 -0.002 0.034 -0.059
C -3.4863 -1.9485 2.0988 -0.027 0.027 -0.020
C -1.0214 -4.4578 -2.2424 0.006 0.010 -0.042
O 0.5575 0.1900 -1.2878 0.001 -0.003 -0.009
N -0.4965 4.0666 3.2230 0.016 -0.026 0.009
H 2.2552 -1.7619 2.5511 0.022 -0.006 -0.003
H 2.8414 -2.0854 4.9458 -0.011 0.022 0.024
H 5.4007 -2.4371 1.3428 -0.013 0.030 0.009
C -0.4447 -0.8049 1.1339 0.616 -0.062 -0.101
C 1.2517 -0.4295 -2.1913 0.029 0.030 0.008
Cl 1.8473 -2.4750 -0.4736 -0.014 -0.018 -0.066
H -3.8613 4.5000 -1.1734 0.000 0.004 -0.001
C 3.4817 2.5803 -0.0356 0.019 -0.038 0.015
C 1.3670 0.0732 -3.5102 0.023 0.056 -0.055
H -0.5733 -1.4104 2.0435 -0.192 0.272 0.162
H -3.0678 3.1652 -3.1062 -0.007 0.007 -0.001
C -3.0324 2.7512 -2.1054 -0.009 0.015 0.009
C -2.5496 1.4609 -1.9144 0.026 0.024 -0.039
C -0.5154 3.5364 1.9915 -0.028 0.001 0.013
N 0.1152 3.1081 -0.9156 0.080 -0.084 -0.150
H -0.9483 -2.4783 -4.9848 -0.001 -0.005 -0.003
C -0.8774 -4.0965 -3.5758 -0.009 0.003 0.025
H -0.8819 4.9395 3.5415 0.022 -0.029 0.008
C 3.8168 3.7864 -0.5506 -0.043 -0.041 -0.012
H -0.6233 -4.8421 -4.3186 0.003 -0.001 -0.003
H -0.9684 3.9945 1.1269 0.023 -0.017 0.062
N 1.4746 0.1254 2.8352 0.125 -0.046 -0.030
N 4.5695 -1.8662 1.3304 0.003 0.042 -0.137
C -3.4739 3.4997 -1.0242 0.009 -0.008 -0.006
C -1.5140 -2.1572 -1.6476 -0.086 -0.042 -0.015
N 2.1088 -0.2434 5.5407 0.000 0.010 -0.003
H 2.0607 -0.1223 -5.5203 -0.003 -0.005 -0.006
C 2.3648 -1.1689 4.6195 0.001 -0.018 -0.067
C -3.4772 -1.6500 0.7372 0.061 -0.081 0.065
H -4.6117 -2.6638 3.7813 -0.005 -0.002 0.001
C 0.4828 2.2452 3.3062 -0.035 0.031 0.005
N 0.1414 3.2518 4.0848 0.006 0.007 0.000
C -1.0627 -2.7739 -3.9491 -0.001 -0.022 0.023
H 3.0537 -3.2905 -2.8192 0.004 -0.005 -0.010
C 2.6416 -1.7839 -4.2898 0.004 0.007 0.012
H 6.3208 2.5678 0.6573 0.010 -0.001 0.009
```
Positions in Å, forces in eV/Å.



Entry 3:
C2H8N2O | wB97M-V/def2-TZVPD

Results
Energy above the lowest of the compared OMol25 structures with the same formula, charge and spin   197.9 kJ/mol
HOMO level   -0.3165 Ha
Total charge   0
Gap between HOMO and LUMO   9.615 eV
Energy   -7230.277 eV
Structure (SMILES)   [H]/N=C/NC.O

```
13
Properties=species:S:1:pos:R:3:forces:R:3
C 0.5557 0.2932 0.3353 -3.831 0.038 -0.741
N 1.7830 0.3899 -0.0536 5.248 -0.476 -1.480
O -4.3148 -2.0920 0.3410 -1.350 -2.407 0.243
H -4.6776 -2.9363 -0.0826 0.899 1.821 0.398
C 2.4376 1.5599 -0.7764 -2.900 -0.405 1.706
N -0.0126 -0.6852 0.9204 -0.892 -0.099 0.744
H -0.1017 1.0086 -0.1295 -0.119 1.230 0.140
H 2.3188 -0.5016 0.0155 -0.404 1.322 0.028
H 3.4455 1.3587 -0.9947 1.116 -0.319 -0.142
H -1.0335 -0.4460 0.9649 1.309 -0.606 0.050
H -4.5933 -2.2903 1.2636 0.458 0.604 -0.638
H 2.3036 2.4468 -0.1617 0.654 -0.022 0.538
H 1.8893 1.8941 -1.6422 -0.188 -0.681 -0.847
```
Positions in Å, forces in eV/Å.



Entry 4:
C29H39BF4N2OPtS | wB97M-V/def2-TZVPD

Results
2S+1   3
Energy above the lowest of the compared OMol25 structures with the same formula, charge and spin   27.6 kJ/mol
HOMO level (alpha / beta)   -0.2923 / -0.2934 Ha
Total charge   0
Gap between HOMO and LUMO (alpha / beta)   8.044 / 6.248 eV
Energy   -61366.591 eV

```
78
Properties=species:S:1:pos:R:3:forces:R:3
H -3.5636 -3.1581 -2.5786 -0.014 0.063 -0.037
C 6.2488 -0.2358 1.8373 0.088 0.019 0.012
C 4.8931 -0.8183 1.5918 -0.037 -0.044 -0.040
N -1.5891 0.1148 -1.4855 -0.233 -0.110 -0.133
C -0.6121 1.7311 3.3549 0.021 0.030 0.057
H 5.3716 -1.5518 -0.3624 0.028 -0.031 0.006
C -1.6439 1.6247 2.2615 0.039 0.056 -0.042
H -3.5261 -2.4995 -4.6858 -0.015 -0.020 -0.018
H 6.2566 0.8006 1.4953 -0.007 0.032 -0.002
H -4.8548 -0.8664 -1.0856 0.004 0.042 0.003
Pt 0.0864 0.2678 -0.2304 -0.116 -0.002 0.439
C 0.1006 2.2850 -2.7158 0.035 0.159 0.109
C -2.9901 2.0311 2.3564 0.011 0.018 -0.038
F 3.9845 2.0599 -0.8945 0.131 -0.049 -0.175
C -0.1199 -2.9160 1.7580 0.057 0.104 0.205
C 3.3122 -1.8746 0.0960 -0.004 0.150 0.141
H 0.8759 2.8629 2.2320 -0.015 0.022 -0.031
C -3.5954 1.7656 1.1394 0.056 -0.087 -0.024
H -0.4311 -0.4230 3.5647 0.009 0.009 -0.009
H -2.1650 -1.4824 -6.4696 -0.010 -0.016 -0.037
H 1.7635 -0.6817 -3.5393 0.052 0.071 -0.092
H -1.1078 -3.1666 1.3809 -0.035 0.018 -0.007
H -3.1964 -3.3945 -0.3257 -0.020 -0.005 0.019
H -5.2605 -1.2006 -2.7732 -0.006 -0.035 -0.022
H 0.7475 1.3552 -4.4854 -0.089 -0.079 -0.014
H -5.5188 -2.4262 -1.5321 -0.005 -0.022 0.043
H -1.8730 2.7838 4.8035 -0.035 -0.015 0.002
H 0.9040 3.0057 -2.8689 0.001 0.012 -0.031
C -4.8469 -1.6329 -1.8613 -0.037 0.031 0.007
C -0.8038 0.1081 -3.7978 -0.112 -0.033 0.035
O 0.7220 -2.7511 -0.7276 -0.161 -0.298 0.005
H 0.0602 0.4849 5.0035 0.043 0.003 0.029
C -2.6339 0.7013 -0.9805 -0.006 0.048 0.186
C 2.3199 -1.6729 1.0446 0.004 -0.241 0.166
C -1.6647 -0.4074 -2.8087 0.064 0.074 0.032
H 1.1423 -0.3063 -1.9750 0.254 -0.091 0.010
F 2.3310 3.3923 -0.0280 -0.168 0.219 -0.019
H -1.6549 0.2868 4.6142 -0.034 0.012 0.007
C 3.8834 -0.6775 2.5399 -0.002 0.004 0.059
H 3.0623 -2.3185 -0.8563 0.008 -0.030 -0.034
C 0.3857 1.0114 -3.5112 0.090 -0.060 -0.029
C -3.4354 -2.1883 -2.0876 -0.045 -0.047 -0.011
H 2.4049 0.7478 -2.6695 0.001 0.044 0.063
H 0.0566 2.1555 -1.6253 -0.007 -0.047 -0.061
C -2.7850 -1.7485 -4.4396 0.026 -0.029 0.035
B 3.0936 2.2594 0.1377 -0.011 -0.013 -0.036
C -2.0137 -1.1930 -5.4391 0.033 0.011 -0.016
C -1.0102 -0.2958 -5.1090 -0.004 -0.001 0.028
H 4.1032 -0.1938 3.4823 0.003 0.024 0.019
H -0.8456 2.7396 -3.0122 0.013 0.021 -0.039
F 3.7010 2.1962 1.3749 0.075 0.006 0.171
C -0.6636 0.4434 4.1879 0.040 -0.040 -0.013
H 0.4968 -3.8047 1.8796 -0.026 -0.028 0.002
C 0.7891 1.9297 2.7880 0.052 -0.021 0.029
H -3.4518 2.4783 3.2189 -0.013 0.050 0.038
H 1.0915 1.1279 2.1192 -0.025 -0.008 0.035
N -1.4184 1.0996 1.0460 -0.288 0.057 0.072
H -3.5228 0.8201 -1.5931 -0.024 -0.015 0.013
H 7.0197 -0.7784 1.2923 0.021 -0.003 -0.010
C -2.6089 1.1815 0.3405 0.089 -0.079 -0.211
C 1.5139 0.1690 -2.9041 -0.243 -0.019 0.019
H 6.5009 -0.2400 2.8968 0.000 0.001 0.016
H 1.5167 1.9534 3.6014 0.024 0.042 0.018
H 1.8139 -0.9150 3.0012 -0.053 -0.018 0.037
H -1.6824 -2.7098 -0.9248 0.031 -0.053 -0.031
H -4.6179 1.9527 0.8565 -0.044 0.030 -0.036
F 2.1423 1.1083 0.0775 0.085 -0.330 0.097
C 2.5946 -1.0903 2.2737 -0.007 -0.031 -0.002
C 4.5972 -1.4438 0.3860 -0.078 0.005 -0.073
C -0.9376 2.9237 4.2616 -0.012 -0.050 0.019
H -0.1942 -2.3532 2.6853 0.015 0.009 0.012
H -2.8341 -1.7001 -0.0292 0.011 0.034 -0.026
C -2.7390 -2.5036 -0.7622 -0.024 -0.023 0.038
H -1.0107 3.8435 3.6821 0.013 0.024 -0.019
C -2.6150 -1.3957 -3.1010 0.093 0.048 -0.080
H -0.3685 0.1055 -5.8829 0.016 0.008 -0.038
S 0.6625 -1.9404 0.4969 0.399 0.517 -0.829
H -0.1435 3.0479 4.9986 0.022 -0.005 0.025
```
Positions in Å, forces in eV/Å.



Q: Among the records above, which one has the highest energy above the lowest of the compared OMol25 structures with the same formula, charge and spin?
A: C4H8N2O